77
Properties=species:S:1:pos:R:3:mulliken_charge:R:1 method="wB97M-V/def2-TZVPD" orbital_gap_ev="5.99 / 5.99" total_charge=+3 homo_ev="-15.62 / -15.62" energy_ha=-2311.8887 de_lowest_kj_mol=2.3 lumo_energy_ev="-9.6304 / -9.6307"
Pt 0.47 -0.06 -0.55 0.826
O 0.72 2.99 3.89 -0.627
C -0.57 2.65 3.79 0.502
C -1.43 3.20 4.74 -0.677
C -2.78 2.91 4.70 -0.415
C -3.32 2.07 3.71 -0.940
C -2.49 1.53 2.77 -0.558
C -1.09 1.80 2.78 0.140
C -0.28 1.24 1.75 1.355
O -0.88 0.58 0.77 -0.618
N 1.06 1.40 1.78 -1.551
N 1.65 0.87 0.70 0.894
C 2.90 0.84 0.44 -0.374
C 3.28 0.15 -0.80 0.821
C 4.58 0.03 -1.24 -0.959
C 4.84 -0.67 -2.42 -0.462
C 3.79 -1.23 -3.12 -0.928
C 2.50 -1.08 -2.63 0.081
N 2.25 -0.41 -1.51 -0.004
H 1.25 2.55 3.21 0.485
H -1.01 3.84 5.50 0.522
H -3.43 3.34 5.45 0.445
H -4.37 1.85 3.70 0.477
H -2.88 0.87 2.01 0.495
H 3.63 1.29 1.11 0.565
H 5.39 0.47 -0.66 0.572
H 5.85 -0.77 -2.78 0.490
H 3.95 -1.79 -4.03 0.504
H 1.65 -1.51 -3.14 0.472
O -1.25 -6.05 2.36 -0.492
C -0.21 -5.33 2.95 -0.562
C 0.06 -4.12 2.12 0.118
C 1.03 -3.19 2.49 -1.231
C 1.23 -2.08 1.70 -0.120
N 0.54 -1.87 0.57 -0.052
C -0.39 -2.77 0.19 0.101
C -0.65 -3.89 0.94 -0.716
C -1.06 -2.48 -1.10 0.945
C -1.91 -3.38 -1.71 -0.705
C -2.46 -3.10 -2.95 0.052
C -3.40 -4.06 -3.61 -0.591
O -3.53 -5.19 -2.79 -0.493
C -2.10 -1.90 -3.56 -1.293
C -1.26 -1.04 -2.91 -0.345
N -0.76 -1.30 -1.69 0.274
H -1.45 -6.85 2.87 0.337
H 0.72 -5.92 3.01 0.373
H -0.45 -5.01 3.97 0.377
H 1.61 -3.31 3.39 0.505
H 1.96 -1.33 1.98 0.612
H -1.41 -4.61 0.65 0.716
H -2.16 -4.32 -1.24 0.736
H -3.00 -4.32 -4.60 0.385
H -4.36 -3.55 -3.77 0.381
H -4.13 -5.83 -3.18 0.339
H -2.47 -1.64 -4.55 0.552
H -0.96 -0.11 -3.37 0.653
C 0.95 2.17 -3.17 -1.206
P 0.05 2.01 -1.61 0.967
C -1.71 2.14 -1.92 -1.153
C 0.52 3.36 -0.55 0.782
C -0.40 3.87 0.37 -0.545
C -0.02 4.88 1.24 -0.647
C 1.28 5.39 1.19 -0.722
C 2.19 4.89 0.26 -0.865
C 1.82 3.87 -0.60 -0.709
H 2.03 2.14 -3.00 0.404
H 0.69 3.14 -3.60 0.500
H 0.68 1.39 -3.87 0.347
H -1.93 3.17 -2.21 0.522
H -2.27 1.90 -1.01 0.273
H -2.04 1.48 -2.72 0.483
H -1.41 3.49 0.43 0.317
H -0.73 5.28 1.94 0.547
H 1.57 6.18 1.86 0.462
H 3.19 5.31 0.21 0.484
H 2.54 3.51 -1.33 0.373



82
Properties=species:S:1:pos:R:3:mulliken_spin:R:1 method="wB97M-V/def2-TZVPD" orbital_gap_ev="6.15 / 7.06" total_charge=+2 homo_ev="-14.02 / -14.02" spin_multiplicity=2 energy_ha=-2909.2737 de_lowest_kj_mol=161.1 lumo_energy_ev="-7.8759 / -6.9588"
Ru 0.89 0.93 -0.21 1.275
N -0.43 -1.53 -1.71 -0.059
P -0.78 -1.22 -0.08 -0.095
C -0.30 -2.67 0.86 -0.059
C -1.23 -3.70 1.06 -0.015
C -0.86 -4.83 1.77 -0.002
C 0.41 -4.92 2.32 -0.003
C 1.34 -3.90 2.14 -0.004
C 0.98 -2.77 1.41 0.006
C -2.53 -1.03 0.02 -0.002
C -3.15 -1.20 1.26 -0.015
C -4.52 -1.05 1.37 0.006
C -5.27 -0.71 0.24 -0.018
C -4.65 -0.51 -0.98 0.001
C -3.28 -0.65 -1.10 -0.016
P 0.36 -0.19 -2.35 -0.070
C 0.31 -0.43 -4.12 -0.005
C 1.36 -1.08 -4.77 -0.004
C 1.25 -1.32 -6.13 0.000
C 0.12 -0.90 -6.83 -0.004
C -0.91 -0.22 -6.18 0.000
C -0.81 0.03 -4.82 -0.012
C 2.09 -0.49 -1.88 0.031
C 2.54 -1.68 -1.30 -0.013
C 3.89 -1.84 -1.03 0.006
C 4.79 -0.82 -1.32 -0.011
C 4.36 0.36 -1.90 0.014
C 3.01 0.53 -2.18 -0.048
H -1.08 -2.04 -2.29 -0.004
H -2.23 -3.64 0.64 -0.001
H -1.57 -5.63 1.91 0.000
H 0.69 -5.79 2.91 0.000
H 2.33 -3.97 2.57 0.000
H 1.70 -1.97 1.29 -0.007
H -2.57 -1.46 2.14 -0.001
H -5.01 -1.18 2.33 0.000
H -6.35 -0.60 0.33 0.000
H -5.24 -0.22 -1.85 0.000
H -2.80 -0.46 -2.05 -0.006
H 2.23 -1.41 -4.23 -0.002
H 2.04 -1.84 -6.65 -0.001
H 0.05 -1.09 -7.89 0.000
H -1.77 0.12 -6.74 0.000
H -1.60 0.57 -4.31 -0.003
H 1.85 -2.49 -1.13 -0.002
H 4.24 -2.77 -0.61 0.000
H 5.84 -0.95 -1.10 0.000
H 5.07 1.14 -2.15 0.000
H 2.68 1.40 -2.73 -0.003
N 1.01 2.98 -1.54 0.080
C 2.26 3.80 -1.50 -0.003
C 2.47 4.43 -0.14 0.003
C 2.51 3.44 1.01 0.003
N 1.17 2.82 1.18 0.115
H 0.82 2.72 -2.50 -0.007
H 0.22 3.55 -1.25 -0.008
H 2.22 4.58 -2.26 0.003
H 3.10 3.15 -1.74 -0.001
H 1.69 5.18 0.05 0.000
H 3.42 4.97 -0.17 0.000
H 2.83 3.96 1.91 0.002
H 3.23 2.65 0.82 -0.002
H 0.44 3.52 1.12 -0.008
H 1.10 2.40 2.10 -0.006
O -3.13 1.46 6.91 0.000
N -1.99 1.18 6.60 0.000
O -1.07 0.96 7.37 0.000
C -1.69 1.08 5.15 0.000
C -2.65 1.46 4.23 -0.003
C -2.37 1.42 2.89 0.005
C -1.10 0.99 2.38 -0.018
O -0.86 0.97 1.12 -0.006
C -0.20 0.56 3.40 0.005
C -0.49 0.60 4.75 -0.006
N 1.07 -0.05 3.05 -0.003
O 1.55 0.16 1.92 -0.005
O 1.64 -0.73 3.85 0.006
N -3.47 1.84 1.99 -0.001
O -4.60 1.86 2.46 0.000
O -3.22 2.12 0.83 0.000
H -3.62 1.80 4.57 0.000
H 0.24 0.28 5.49 0.000



82
Properties=species:S:1:pos:R:3:mulliken_charge:R:1 method="wB97M-V/def2-TZVPD" orbital_gap_ev=6.17 total_charge=-1 homo_ev=-4.11 energy_ha=-6770.6198 de_lowest_kj_mol=8.7 lumo_energy_ev=2.0525
Y -0.53 -0.82 -1.05 -0.415
C 1.36 -2.35 3.05 -1.631
C 1.94 -2.60 1.68 0.678
C 3.06 -1.91 1.24 -0.241
C 3.54 -2.07 -0.06 0.649
C 4.72 -1.28 -0.54 -1.624
C 2.87 -2.93 -0.92 -0.391
C 1.77 -3.67 -0.49 0.737
C 1.11 -4.66 -1.42 -1.532
C 1.32 -3.50 0.82 -0.358
H 0.42 -1.80 2.95 0.125
H 2.04 -1.75 3.66 0.373
H 1.14 -3.28 3.57 0.467
H 3.56 -1.23 1.91 0.215
H 4.39 -0.47 -1.19 0.184
H 5.39 -1.91 -1.14 0.500
H 5.29 -0.87 0.29 0.361
H 3.19 -3.02 -1.95 0.286
H 0.30 -5.19 -0.92 0.327
H 1.84 -5.38 -1.80 0.445
H 0.69 -4.14 -2.29 0.129
H 0.48 -4.09 1.17 0.488
S -7.54 -3.01 -1.06 -0.314
C -6.01 -2.50 -0.68 0.099
S -4.65 -3.55 -0.52 -0.126
C -3.43 -2.36 -0.13 0.261
C -3.86 -1.08 -0.11 -0.364
S -2.90 0.36 0.16 -0.361
S -5.57 -0.85 -0.46 -0.097
S -1.80 -2.94 0.16 -0.474
O 0.45 0.16 0.69 2.395
As 0.31 1.60 1.51 0.822
C -0.84 2.83 0.61 0.031
C -1.85 3.53 1.27 -0.237
C -2.66 4.38 0.55 -0.681
C -2.48 4.52 -0.82 -0.503
C -1.49 3.82 -1.48 -0.739
C -0.65 2.97 -0.76 -0.159
C 2.04 2.40 1.52 -0.027
C 3.04 1.74 0.82 -0.141
C 4.31 2.32 0.74 -0.751
C 4.55 3.54 1.35 -0.598
C 3.54 4.20 2.05 -0.750
C 2.28 3.63 2.12 -0.354
C -0.26 1.31 3.31 0.010
C 0.64 1.52 4.36 -0.548
C 0.26 1.21 5.66 -0.736
C -1.00 0.68 5.90 -0.518
C -1.88 0.46 4.85 -0.821
C -1.52 0.77 3.55 0.192
H -2.00 3.38 2.33 0.383
H -3.46 4.92 1.05 0.398
H -3.14 5.18 -1.38 0.378
H -1.36 3.91 -2.55 0.426
H 0.10 2.40 -1.28 0.271
H 2.82 0.80 0.33 0.052
H 5.09 1.82 0.18 0.434
H 5.54 3.98 1.29 0.392
H 3.74 5.15 2.51 0.396
H 1.48 4.15 2.64 0.464
H 1.62 1.92 4.16 0.403
H 0.95 1.37 6.47 0.404
H -1.29 0.43 6.91 0.379
H -2.86 0.02 5.04 0.441
H -2.19 0.56 2.72 0.168
C -3.16 -1.44 -3.66 -0.700
N -2.58 -0.34 -4.41 0.399
C -2.55 -0.47 -5.86 -0.957
C -1.78 0.54 -3.83 -0.066
O -1.53 0.56 -2.61 -0.085
H -4.12 -1.70 -4.10 0.529
H -3.32 -1.14 -2.63 -0.022
H -2.50 -2.31 -3.68 0.233
H -3.55 -0.69 -6.22 0.332
H -1.85 -1.26 -6.15 0.335
H -2.21 0.47 -6.30 0.299
H -1.35 1.29 -4.50 0.242
O -0.24 -1.93 -2.96 -0.408
S 0.90 -1.34 -3.77 1.062
O 1.88 -2.36 -4.08 -0.647
O 0.35 -0.66 -4.93 -0.705
S 1.68 0.04 -2.49 -0.509



81
Properties=species:S:1:pos:R:3:mulliken_spin:R:1 method="wB97M-V/def2-TZVPD" orbital_gap_ev="3.21 / 6.30" homo_ev="-4.46 / -7.60" spin_multiplicity=5 energy_ha=-5712.1628 de_lowest_kj_mol=15.9 lumo_energy_ev="-1.2529 / -1.3017"
Cr -0.38 2.50 -0.04 3.227
C 0.10 -2.41 -5.95 0.005
C -1.11 -1.53 -5.68 0.021
N -1.10 -0.97 -4.34 0.019
C -0.56 0.28 -4.17 0.128
C -0.44 0.88 -2.96 -0.011
C 0.18 2.27 -2.94 -0.006
O 0.54 2.76 -4.00 0.012
O 0.31 2.82 -1.78 -0.017
C -0.89 0.20 -1.79 0.124
O -0.89 0.72 -0.60 0.066
C -1.35 -1.13 -1.95 -0.061
C -1.71 -1.91 -0.82 0.375
C -2.22 -3.17 -0.99 -0.173
F -2.57 -3.85 0.16 0.002
C -2.40 -3.76 -2.22 0.162
C -1.98 -3.01 -3.36 0.187
C -1.48 -1.72 -3.24 -0.072
N -2.99 -5.04 -2.49 0.018
C -3.03 -6.06 -1.47 0.027
C -4.24 -5.94 -0.52 0.005
N -5.49 -5.87 -1.35 -0.005
C -5.43 -4.75 -2.34 0.009
C -4.22 -5.00 -3.25 0.035
H 0.06 -2.83 -6.95 0.000
H 0.16 -3.22 -5.22 -0.005
H 1.01 -1.81 -5.87 0.001
H -2.04 -2.08 -5.82 -0.006
H -1.13 -0.69 -6.38 0.007
H -0.22 0.80 -5.05 0.020
H -1.57 -1.49 0.17 0.058
H -2.03 -3.50 -4.32 0.063
H -2.12 -6.03 -0.88 -0.008
H -3.09 -7.04 -1.97 0.002
H -4.18 -5.03 0.06 0.003
H -4.30 -6.79 0.15 -0.001
H -6.30 -5.78 -0.74 -0.005
H -5.58 -6.75 -1.86 0.000
H -5.29 -3.82 -1.79 0.004
H -6.37 -4.72 -2.89 0.003
H -4.17 -4.21 -3.99 -0.004
H -4.36 -5.96 -3.77 -0.005
Br -4.95 8.44 3.72 0.000
C -3.82 7.06 3.08 0.003
C -4.36 5.81 2.81 -0.002
C -3.53 4.81 2.34 0.001
C -2.18 5.06 2.12 0.004
C -1.66 6.33 2.39 0.005
C -2.47 7.33 2.88 -0.002
C -1.33 4.02 1.51 0.002
O -1.61 2.79 1.61 -0.024
O -0.36 4.35 0.76 -0.020
H -5.41 5.64 2.98 0.000
H -3.92 3.82 2.14 0.000
H -0.61 6.50 2.20 0.002
H -2.07 8.31 3.10 0.000
C 6.52 2.82 4.64 0.000
C 6.26 1.36 4.22 0.000
C 7.60 0.72 3.87 0.000
C 5.66 0.59 5.41 0.000
C 5.27 1.33 3.06 -0.001
C 5.59 0.77 1.82 0.000
C 4.69 0.72 0.76 0.002
C 3.45 1.26 0.96 0.005
O 2.38 1.36 0.12 0.019
B 1.37 2.02 0.82 -0.222
O 1.83 2.31 2.11 0.027
C 3.11 1.84 2.19 -0.002
C 4.00 1.88 3.24 -0.001
H 7.23 2.86 5.47 0.000
H 5.60 3.32 4.94 0.000
H 6.94 3.38 3.80 0.000
H 8.27 0.78 4.74 0.000
H 8.09 1.24 3.05 0.000
H 7.49 -0.33 3.61 0.000
H 6.36 0.59 6.25 0.000
H 5.46 -0.44 5.12 0.000
H 4.72 1.03 5.74 0.000
H 6.58 0.34 1.66 0.000
H 4.96 0.28 -0.19 0.000
H 3.70 2.33 4.17 0.000